# C4H13FSi2

A 2-piece molecular cluster, C4H13FSi2 overall in a non-equilibrium geometry (ωB97M-V/def2-TZVPD, the Open Molecules 2025 dataset).

XYZ file:
```
20
C4H13FSi2 (ωB97M-V/def2-TZVPD)
C -0.380 -1.614 2.181
C 1.263 -2.111 -1.148
C 1.223 1.801 0.286
C -1.853 1.965 -0.418
F 0.156 1.547 -2.298
Si -0.326 -1.196 -0.647
Si -0.202 1.097 -0.761
H 0.418 -2.314 2.338
H -0.209 -0.635 2.592
H -1.364 -2.003 2.366
H 1.441 -2.045 -2.219
H 2.126 -1.683 -0.646
H 1.217 -3.163 -0.883
H 2.078 2.051 -0.339
H 0.935 2.701 0.821
H 1.556 1.077 1.024
H -1.908 2.911 -0.952
H -2.697 1.360 -0.740
H -1.988 2.168 0.640
H -1.486 -1.914 -1.199
```

Calculated values
**HOMO level**: -8.17 eV
**Relative energy (zero: lowest compared OMol25 entry of this formula, charge and spin)**: 0.960 eV
**Electronic energy**: -22831.59448 eV
**2S+1**: 1
**LUMO energy**: 0.08 eV
**Orbital gap**: 8.3 eV